Entry w
22
Properties=species:S:1:pos:R:3:nbo_charge:R:1 method="wB97M-V/def2-TZVPD" smiles=CCN(C)[C@H](C)C[O-] total_charge=-1 homo_energy_ha=-0.07816 gap_ev=5.884
C -1.92319 -0.69099 1.95240 -0.634
C -0.79008 -1.00553 0.81302 -0.200
N -0.42761 0.23565 0.09849 -0.485
C 0.34570 1.25678 0.94176 -0.428
C 1.57814 -0.64445 -0.75538 -0.656
C 0.18791 -0.23283 -1.16406 -0.111
C 0.23172 1.07739 -2.22082 0.075
O 1.05348 0.88627 -3.19912 -0.926
H -1.90579 0.29580 2.40508 0.203
H -2.77585 -0.85476 1.26795 0.202
H -1.88815 -1.49071 2.71025 0.186
H 0.23008 -1.38547 1.25077 0.157
H -1.35252 -1.69177 0.11850 0.194
H -0.27966 1.58041 1.83091 0.180
H 1.42351 0.86503 1.21111 0.159
H 0.39876 2.06332 0.28426 0.224
H 1.69533 -1.62170 -0.29005 0.178
H 2.26919 -0.73667 -1.72552 0.239
H 2.14505 0.08606 -0.10615 0.185
H -0.28712 -1.20455 -1.56426 0.173
H 0.81642 1.93083 -1.47597 -0.010
H -0.74533 1.28188 -2.38318 0.095


Entry x
22
Properties=species:S:1:pos:R:3:nbo_charge:R:1 method="wB97M-V/def2-TZVPD" total_charge=-1 homo_energy_ha=-0.04731 gap_ev=4.458
C -3.91492 0.16127 0.00833 -0.611
C -2.42113 0.52644 0.12094 -0.193
N -1.63780 -0.65977 0.15802 -0.817
C -0.20330 -0.36586 0.33403 -0.234
C 0.68715 -1.59674 0.11065 -0.621
C 3.06429 0.78705 -1.08804 -0.594
C 3.23629 0.55771 0.38368 0.222
O 3.53451 -0.54138 1.03196 -0.614
H -4.02284 -0.44827 -0.88448 0.195
H -4.59292 1.03689 -0.10283 0.166
H -4.21562 -0.43353 0.92115 0.191
H -2.13087 1.24341 -0.78799 0.069
H -2.26731 1.21148 1.08097 0.071
H -0.02852 -0.01405 1.31982 0.120
H 0.17086 0.36058 -0.32906 0.105
H 1.65957 -1.32149 0.49195 0.194
H 0.26111 -2.47435 0.71822 0.202
H 0.72737 -1.84957 -0.95147 0.182
H 3.57891 0.02742 -1.75615 0.243
H 3.14816 1.85564 -1.43384 0.236
H 2.16218 0.39002 -0.32455 0.339
H 3.20483 1.54713 0.97871 0.149


Here is how they stack up, most stable first: entry w, entry x.


Entry w
44
Properties=species:S:1:pos:R:3:nbo_charge:R:1 method="wB97M-V/def2-TZVPD" smiles="C=C(N)C[C@H](N)CO.O.O.O.O.O.O.O.O" homo_energy_ha=-0.32913 gap_ev=8.946
C -2.09723 1.85993 0.92492 -0.066
O -2.67302 0.66872 0.47029 -0.762
C -0.63982 1.55088 1.45170 -0.060
C 0.07816 1.06810 0.15211 -0.463
C 0.63417 2.23262 -0.63638 0.202
C 0.22076 2.64225 -1.83079 -0.545
N 1.52256 2.98041 0.13862 -0.846
N -0.53123 0.39323 2.33365 -0.851
H -2.04729 2.69614 0.23367 0.191
H -2.65939 2.18015 1.81097 0.160
H -3.26297 0.66885 -0.28765 0.492
H -0.38883 2.51562 1.89504 0.170
H 0.81105 0.34617 0.50268 0.223
H -0.54175 0.41961 -0.45970 0.237
H 0.19113 3.56221 -2.39977 0.224
H -0.49723 1.99961 -2.34918 0.187
H 1.37324 2.98706 1.12557 0.379
H 1.94247 3.78862 -0.28235 0.394
H -0.99393 0.57965 3.22136 0.367
H 0.44108 0.16529 2.50882 0.383
H -1.46388 -2.08731 2.47071 0.483
H -1.06507 -3.02961 1.41602 0.477
O -0.67069 -2.47866 2.10780 -0.957
H 1.40555 -0.67503 -3.53224 0.466
H 1.19561 0.79647 -3.62195 0.463
O 1.57825 0.07991 -4.10056 -0.933
H -2.77578 -2.68829 -0.96540 0.461
H -1.75218 -3.45531 -1.77531 0.487
O -2.45285 -3.58361 -1.14717 -0.951
H 1.19337 -2.74480 0.99054 0.493
H 1.30106 -3.99035 0.17457 0.466
O 1.72181 -3.14354 0.27781 -0.960
H 2.24573 0.95630 0.81102 0.470
H 3.55274 1.14497 1.50885 0.465
O 2.95739 0.46102 1.17654 -0.944
H -4.00263 -0.66051 1.92163 0.480
H -2.46524 -0.91980 1.87718 0.492
O -3.30698 -1.19056 2.26313 -0.979
H 4.27822 -0.10280 -0.70299 0.475
H 3.81392 -1.48000 -1.20258 0.473
O 3.71498 -0.53800 -1.34329 -0.948
H -0.55280 -1.44248 -2.42339 0.473
H 0.75796 -2.27775 -2.11488 0.500
O -0.09040 -2.25537 -2.58962 -0.966


Entry x
44
Properties=species:S:1:pos:R:3:nbo_charge:R:1 method="wB97M-V/def2-TZVPD" smiles="CNC[C@@H](N)CC=O.O.O.O.O.O.O.O.O" homo_energy_ha=-0.31462 gap_ev=8.695
N -1.69939 -0.52395 -0.49747 -0.885
C -0.89455 -0.89645 0.68471 -0.041
C -0.47800 -2.34938 0.47112 -0.539
C -1.56903 -3.24488 1.02933 0.448
O -1.96429 -3.20986 2.16635 -0.522
C 0.34435 0.02643 0.80689 -0.251
N -0.04183 1.33922 1.25595 -0.687
C 0.42755 2.60782 0.76195 -0.400
H -1.83824 0.48264 -0.42747 0.392
H -2.65775 -0.86254 -0.44098 0.365
H -1.45807 -0.68514 1.59521 0.177
H 0.47988 -2.57224 0.94171 0.259
H -0.33997 -2.57622 -0.58320 0.203
H -2.15199 -3.87100 0.32781 0.112
H 1.06881 -0.43077 1.47754 0.228
H 0.89908 0.21732 -0.10408 0.213
H -0.43625 1.39932 2.17691 0.389
H -0.42886 3.22724 0.44723 0.125
H 0.94671 3.29289 1.43587 0.203
H 1.00633 2.54315 -0.16786 0.221
H -0.48483 0.29119 4.80600 0.478
H -0.88984 -0.41240 3.48144 0.471
O -0.17590 0.05101 3.92679 -0.943
H -1.65190 2.46689 0.04635 0.494
H -3.13221 2.70960 0.52441 0.486
O -2.59132 2.34915 -0.17923 -0.984
H 1.26768 -2.16909 -1.30464 0.467
H 1.89671 -2.03618 -2.59798 0.498
O 2.16082 -2.20094 -1.67973 -0.945
H 3.68151 0.13502 0.55151 0.486
H 3.20212 1.37896 -0.08107 0.462
O 3.91438 1.08833 0.50153 -0.972
H -1.07908 -1.06018 -2.20569 0.498
H -0.67974 -0.07056 -3.37157 0.480
O -0.62919 -0.98063 -3.07353 -1.012
H 0.64991 1.20842 -1.66682 0.468
H 1.51284 0.79648 -2.70770 0.480
O 1.60690 1.20505 -1.83285 -0.937
H -2.49380 1.60550 -2.28642 0.488
H -2.15608 2.90258 -3.04234 0.481
O -1.97575 1.95943 -3.01855 -0.967
H 2.46018 -1.58872 -0.04396 0.503
H 3.49671 -2.11474 1.07105 0.489
O 2.87537 -1.42770 0.82545 -0.979


Entry y
44
Properties=species:S:1:pos:R:3:nbo_charge:R:1 method="wB97M-V/def2-TZVPD" smiles="CC/C(N)=C/N.C=O.O.O.O.O.O.O.O.O" homo_energy_ha=-0.29104 gap_ev=7.911
C 2.69892 -0.34191 2.66005 0.278
O 3.39486 -1.25818 2.98009 -0.518
C 2.09163 -0.63212 -0.71148 -0.631
C 0.90892 -0.10600 0.04671 -0.457
C -0.38648 -0.40151 -0.71015 0.113
C -0.75538 0.37388 -1.76789 -0.145
N -1.79227 -0.18042 -2.60258 -0.842
N -1.06355 -1.55168 -0.28271 -0.872
H 1.69930 -0.11880 3.08472 0.104
H 3.11380 0.38298 1.94130 0.130
H 2.07926 -1.71442 -1.05283 0.206
H 3.05774 -0.78349 -0.14511 0.231
H 0.92181 -0.24480 0.98847 0.198
H 1.09572 0.94249 -0.02415 0.243
H -0.44949 1.32931 -2.05418 0.225
H -1.97889 -1.12140 -2.51120 0.347
H -1.93115 0.05730 -3.50168 0.383
H -1.79900 -1.88520 -0.78597 0.371
H 2.54583 0.06787 -1.50962 0.216
H -0.67590 -2.13575 0.44113 0.420
H -1.29560 2.18315 2.11459 0.504
H -1.11512 3.63457 2.18268 0.475
O -0.68309 2.88118 1.78989 -0.983
H 1.80735 -0.22584 -3.45552 0.461
H 1.57017 -1.64086 -3.26884 0.462
O 1.83198 -1.07338 -3.89982 -0.921
H 0.93845 2.25212 2.11418 0.487
H 2.09296 3.13925 1.96221 0.465
O 1.84147 2.31914 2.32401 -0.965
H 0.35970 -2.71530 3.42067 0.482
H -0.72582 -1.94582 2.57152 0.481
O -0.18436 -2.78013 2.68216 -0.960
H -4.03012 -0.29134 -0.03760 0.482
H -2.85610 0.67916 -0.42230 0.486
O -3.60459 0.62051 0.14451 -0.965
H -3.01582 0.79489 2.27221 0.508
H -1.82535 0.17673 1.39728 0.497
O -2.03994 0.47160 2.31569 -0.988
H -0.79277 2.82741 -1.06568 0.448
H -0.17280 4.01751 -0.53552 0.475
O -0.15981 3.35916 -1.21345 -0.918
H -0.58410 -2.62127 -2.13746 0.460
H 0.21196 -3.73144 -2.72237 0.469
O -0.34435 -3.00916 -3.01599 -0.939


Entry z
44
Properties=species:S:1:pos:R:3:nbo_charge:R:1 method="wB97M-V/def2-TZVPD" smiles="CC[C@H](C)NC(N)=O.O.O.O.O.O.O.O.O" homo_energy_ha=-0.36337 gap_ev=10.099
C 0.15449 0.20455 1.08007 -0.630
C 1.43008 0.19745 0.19791 -0.067
C 2.75594 0.10016 0.91774 -0.409
C 3.22804 1.28544 1.75845 -0.609
N 1.31325 -0.89569 -0.77491 -0.638
C 1.05897 -0.53922 -2.07161 0.774
N 0.76508 -1.56811 -2.94692 -0.850
O 1.36031 0.56631 -2.51254 -0.713
H 0.36801 0.63674 2.06301 0.216
H 0.01522 -0.82863 1.39513 0.197
H -0.59112 0.80008 0.56893 0.224
H 1.36931 1.15154 -0.32047 0.231
H 2.86289 -0.86048 1.44561 0.196
H 3.50293 -0.16397 0.15998 0.214
H 3.60152 2.05953 1.09414 0.211
H 2.39415 1.61337 2.38167 0.201
H 3.98585 0.93932 2.45581 0.215
H 0.86533 -1.73762 -0.42648 0.412
H 1.18090 -1.45133 -3.85892 0.404
H 0.86023 -2.48536 -2.53723 0.402
H -0.43726 2.11839 -1.98674 0.495
H -1.24348 0.97340 -2.58400 0.472
O -1.32521 1.88621 -2.28554 -0.965
H -1.60536 -3.52810 2.46586 0.487
H -1.19257 -2.02309 2.44821 0.507
O -1.25357 -2.82674 1.91012 -0.979
H -2.56145 2.81062 0.67200 0.489
H -2.34471 3.32568 2.08444 0.469
O -2.70627 2.57690 1.59704 -0.956
H -1.43036 -1.86508 -1.05835 0.470
H -2.00240 -2.61296 0.20150 0.499
O -1.92649 -2.63652 -0.76952 -0.973
H -2.82631 0.89724 -1.12998 0.477
H -3.85461 1.73768 -1.97023 0.479
O -3.75323 1.07339 -1.28745 -0.960
H -2.70024 -0.15561 2.47278 0.477
H -2.04177 0.98916 3.17583 0.489
O -2.14997 0.03341 3.24502 -0.962
H 0.39087 -4.27018 0.23021 0.471
H -0.58363 -4.08485 -0.80946 0.498
O 0.38919 -4.01565 -0.70411 -0.972
H 1.43993 2.91537 -2.51897 0.497
H 2.00186 4.10847 -1.64899 0.480
O 1.23564 3.54879 -1.81900 -0.973


Here is how they stack up, most stable first: entry z, entry x, entry w, entry y.